{"formula": "C4H10N2O2", "method": "wB97M-V/def2-TZVPD", "species": ["C", "O", "C", "O", "C", "N", "C", "N", "H", "H", "H", "H", "H", "H", "H", "H", "H", "H"], "coordinates": [[-1.235224, 2.924154, -0.971784], [-1.006702, 1.933256, 0.030237], [0.049869, 1.087481, -0.179576], [0.964876, 1.288018, -0.966463], [-0.226782, -0.189108, 0.610389], [0.882679, -1.180387, 0.608315], [0.380006, -2.416397, 1.234509], [1.276575, -1.516087, -0.754684], [-2.235341, 2.739049, -1.374896], [-0.520580, 2.893479, -1.798587], [-1.224229, 3.914152, -0.510029], [-0.418066, 0.106649, 1.649061], [-1.138475, -0.626708, 0.184176], [0.094049, -2.229652, 2.275478], [1.152768, -3.192799, 1.246690], [-0.495514, -2.817762, 0.706599], [2.144844, -2.060941, -0.735048], [1.555248, -0.656396, -1.254386]], "forces_ev_per_a": [[-0.40, 0.50, -0.31], [1.07, -0.61, -0.43], [0.27, -0.02, -0.98], [-1.53, -0.02, 1.37], [1.29, -0.39, -0.22], [-0.12, 0.35, 0.42], [0.11, 0.22, -0.06], [-0.09, 0.10, -0.89], [0.11, 0.05, 0.10], [0.07, -0.16, 0.38], [0.09, -0.16, -0.01], [-0.04, -0.20, -0.22], [-0.14, 0.10, -0.05], [0.11, 0.17, -0.19], [-0.02, 0.27, -0.10], [0.02, 0.01, -0.11], [-0.43, 0.15, 0.54], [-0.36, -0.36, 0.75]], "nbo_charge": [-0.27, -0.52, 0.81, -0.60, -0.34, -0.28, -0.42, -0.72, 0.19, 0.21, 0.19, 0.24, 0.20, 0.20, 0.20, 0.17, 0.35, 0.38], "max_force_ev_per_a": 2.050, "smiles": "COC(=O)CN(C)N"}

=====

{"formula": "C20H31NO2", "method": "wB97M-V/def2-TZVPD", "species": ["C", "C", "C", "C", "C", "C", "O", "C", "C", "O", "C", "N", "C", "C", "C", "C", "C", "C", "C", "C", "C", "C", "C", "H", "H", "H", "H", "H", "H", "H", "H", "H", "H", "H", "H", "H", "H", "H", "H", "H", "H", "H", "H", "H", "H", "H", "H", "H", "H", "H", "H", "H", "H", "H"], "coordinates": [[-0.315637, -2.288713, 3.071963], [-1.446889, -1.349187, 3.367729], [-2.299391, -1.568887, 4.437629], [-3.345140, -0.693183, 4.683872], [-3.546056, 0.401756, 3.871459], [-2.695026, 0.634759, 2.789732], [-2.964713, 1.759478, 2.066182], [-2.210445, 2.047537, 0.914245], [-2.586132, 1.186601, -0.301701], [-3.913828, 1.398491, -0.713577], [-1.598259, 1.467400, -1.451057], [-0.256756, 1.046071, -1.102499], [0.817847, 1.739577, -1.814253], [1.558839, 0.692725, -2.682029], [1.944967, 1.262491, -4.042545], [0.530671, -0.434595, -2.760641], [0.003255, -0.378987, -1.330757], [1.066724, -0.837612, -0.319969], [2.537896, -0.819130, -0.795711], [3.418906, -0.424495, 0.397286], [2.952897, -2.236771, -1.216319], [2.805884, 0.166934, -1.960040], [-1.650986, -0.246578, 2.544703], [-0.158499, -2.979164, 3.896669], [-0.535389, -2.869402, 2.175972], [0.605727, -1.737089, 2.894620], [-2.148707, -2.424218, 5.079736], [-4.007762, -0.867921, 5.518689], [-4.352584, 1.094795, 4.049916], [-2.436848, 3.097031, 0.693237], [-1.133731, 1.954816, 1.095082], [-2.548871, 0.128710, -0.026196], [-4.068554, 2.346347, -0.801598], [-1.987508, 0.974951, -2.356995], [-1.590633, 2.546821, -1.631840], [1.493336, 2.191456, -1.081488], [0.417427, 2.542265, -2.437820], [2.398576, 0.492251, -4.663072], [2.659735, 2.074652, -3.925517], [1.068952, 1.645827, -4.562184], [0.960839, -1.392038, -3.036461], [-0.263980, -0.192575, -3.469089], [-0.916888, -0.948558, -1.186647], [0.971257, -0.180320, 0.545389], [0.830613, -1.849518, 0.011674], [3.270947, -1.115245, 1.225137], [4.470505, -0.448466, 0.118602], [3.177007, 0.578827, 0.741398], [2.844262, -2.926038, -0.380955], [3.995530, -2.250754, -1.528338], [2.346479, -2.606724, -2.038402], [3.374055, 1.023097, -1.590483], [3.437476, -0.335366, -2.695782], [-0.981399, -0.094134, 1.713040]], "forces_ev_per_a": [[-0.05, 0.00, -0.02], [-0.09, -0.05, 0.17], [0.13, -0.10, -0.04], [-0.05, 0.10, -0.06], [-0.01, 0.10, -0.11], [-0.06, -0.01, 0.14], [-0.21, -0.15, 0.29], [0.16, -0.26, -0.41], [0.50, 0.22, 0.15], [-0.37, 0.15, -0.12], [-0.31, -0.22, 0.25], [-0.18, 0.10, -0.04], [0.16, 0.13, 0.09], [0.13, 0.02, -0.25], [-0.07, -0.11, 0.24], [-0.10, 0.18, 0.17], [-0.08, -0.24, 0.17], [-0.02, -0.08, -0.08], [0.20, -0.07, 0.20], [-0.13, -0.11, -0.19], [-0.05, 0.18, 0.04], [-0.14, 0.02, -0.03], [-0.05, 0.22, -0.16], [0.05, -0.06, 0.03], [0.06, -0.08, -0.06], [0.11, -0.01, -0.02], [0.04, -0.09, 0.05], [-0.06, 0.00, 0.07], [-0.10, 0.09, 0.02], [0.07, -0.07, -0.05], [-0.11, 0.05, 0.02], [0.09, 0.07, -0.01], [-0.01, -0.05, 0.01], [-0.01, 0.09, 0.01], [-0.02, -0.01, -0.05], [0.13, 0.10, -0.13], [-0.03, 0.00, 0.01], [0.09, -0.05, -0.08], [0.11, 0.12, -0.05], [-0.09, 0.07, -0.07], [0.05, -0.10, -0.09], [-0.04, 0.00, -0.04], [0.00, 0.04, 0.02], [-0.07, -0.05, 0.07], [0.02, -0.06, 0.10], [0.00, -0.08, 0.14], [0.15, 0.01, -0.01], [-0.03, 0.13, 0.05], [-0.03, -0.09, 0.09], [0.11, -0.02, -0.07], [-0.05, -0.09, -0.12], [0.07, 0.05, -0.03], [0.08, 0.00, -0.04], [0.10, 0.07, -0.13]], "nbo_charge": [-0.65, 0.11, -0.29, -0.18, -0.26, 0.32, -0.49, -0.09, 0.06, -0.70, -0.23, -0.47, -0.22, -0.06, -0.59, -0.42, -0.05, -0.42, -0.02, -0.60, -0.60, -0.39, -0.36, 0.21, 0.22, 0.22, 0.21, 0.21, 0.22, 0.18, 0.20, 0.19, 0.46, 0.18, 0.19, 0.19, 0.20, 0.21, 0.21, 0.21, 0.21, 0.21, 0.21, 0.22, 0.21, 0.20, 0.21, 0.20, 0.20, 0.20, 0.20, 0.21, 0.21, 0.22], "max_force_ev_per_a": 0.561, "smiles": "Cc1cccc(OC[C@@H](O)CN2C[C@]3(C)C[C@H]2CC(C)(C)C3)c1"}

=====

Calculated values (eV) of ΔE to the lowest compared entry with this formula, charge and spin for the records, taken in order: 2.914 0.388.
Calculated values (eV) of lowest unoccupied orbital energy for the records, taken in order: 0.896 0.653.
Calculated values (eV) of HOMO-LUMO gap for the records, taken in order: 8.88 8.86.